{"formula": "C44H67FO2SSbSeW", "method": "ωB97M-V/def2-TZVPD", "max_force_ev_per_a": 1.654, "homo_lumo_gap_ev": 6.74, "total_charge": 1, "species": ["W", "C", "C", "C", "C", "C", "C", "C", "Se", "C", "C", "C", "C", "C", "C", "O", "C", "C", "C", "C", "C", "C", "C", "C", "C", "O", "C", "C", "C", "C", "C", "C", "H", "H", "H", "H", "H", "H", "H", "H", "H", "H", "H", "H", "H", "H", "H", "H", "H", "H", "H", "H", "H", "H", "H", "H", "H", "H", "H", "H", "H", "H", "H", "H", "H", "H", "H", "H", "H", "H", "H", "H", "C", "C", "C", "Sb", "C", "C", "C", "C", "C", "C", "H", "H", "H", "H", "H", "H", "H", "H", "H", "H", "H", "H", "H", "H", "H", "H", "H", "H", "H", "H", "H", "F", "C", "C", "C", "C", "C", "C", "C", "H", "H", "H", "H", "H", "H", "S"], "xyz": [[-0.38, 0.11, -0.24], [1.61, 3.05, 6.45], [2.70, 2.74, 5.41], [3.44, 1.45, 5.80], [3.71, 3.89, 5.40], [2.05, 2.53, 4.04], [1.13, 1.50, 3.86], [0.62, 1.26, 2.61], [-0.76, -0.02, 2.21], [-1.82, -1.39, -0.36], [-2.51, -2.52, 0.04], [-3.81, -2.74, -0.39], [-4.37, -1.80, -1.26], [-3.78, -0.59, -1.64], [-2.53, -0.40, -1.08], [-1.84, 0.86, -1.09], [-4.54, 0.34, -2.59], [-3.82, 1.67, -2.87], [-5.92, 0.67, -2.01], [-4.70, -0.40, -3.93], [-4.62, -3.92, 0.16], [-5.83, -4.24, -0.73], [-3.75, -5.18, 0.27], [-5.12, -3.53, 1.56], [1.03, 2.03, 1.52], [0.53, 1.59, 0.32], [1.83, 3.15, 1.66], [2.35, 3.35, 2.94], [2.11, 4.10, 0.49], [2.85, 3.36, -0.64], [2.97, 5.30, 0.92], [0.77, 4.65, -0.03], [2.06, 3.13, 7.45], [0.86, 2.26, 6.50], [1.11, 3.99, 6.22], [3.94, 1.58, 6.77], [4.20, 1.20, 5.06], [2.76, 0.60, 5.89], [4.17, 3.97, 6.39], [3.23, 4.85, 5.18], [4.51, 3.72, 4.68], [0.80, 0.89, 4.70], [-2.01, -3.26, 0.65], [-5.36, -2.00, -1.66], [-3.68, 2.26, -1.97], [-4.43, 2.25, -3.57], [-2.85, 1.51, -3.34], [-5.83, 1.13, -1.02], [-6.55, -0.22, -1.91], [-6.44, 1.37, -2.67], [-3.73, -0.65, -4.35], [-5.23, 0.24, -4.64], [-5.28, -1.32, -3.82], [-5.53, -4.45, -1.76], [-6.56, -3.43, -0.73], [-6.34, -5.13, -0.34], [-3.28, -5.43, -0.69], [-4.38, -6.03, 0.56], [-2.97, -5.08, 1.03], [-5.76, -2.64, 1.50], [-4.28, -3.30, 2.22], [-5.70, -4.34, 2.00], [3.01, 4.19, 3.09], [3.84, 3.04, -0.30], [2.99, 4.04, -1.49], [2.30, 2.49, -0.99], [3.95, 4.98, 1.28], [2.48, 5.89, 1.70], [3.13, 5.95, 0.06], [0.11, 3.87, -0.39], [0.96, 5.34, -0.86], [0.25, 5.20, 0.75], [1.19, -3.06, 2.81], [2.33, -2.23, 2.22], [3.66, -2.98, 2.27], [1.83, -1.49, 0.26], [1.96, -3.13, -1.17], [2.71, -4.33, -0.62], [0.58, -3.54, -1.69], [3.57, -0.31, -0.20], [4.14, 0.31, 1.08], [4.61, -1.08, -1.00], [1.41, -3.28, 3.86], [1.10, -4.01, 2.29], [0.24, -2.54, 2.77], [2.43, -1.28, 2.76], [3.56, -3.99, 1.89], [3.98, -3.05, 3.31], [4.47, -2.48, 1.72], [2.53, -2.67, -1.98], [2.19, -4.78, 0.23], [3.73, -4.09, -0.31], [2.78, -5.10, -1.40], [-0.02, -4.00, -0.89], [0.71, -4.29, -2.47], [0.01, -2.72, -2.11], [3.15, 0.48, -0.82], [4.60, -0.44, 1.73], [3.39, 0.85, 1.66], [4.93, 1.02, 0.82], [4.97, -1.98, -0.48], [5.49, -0.44, -1.17], [4.24, -1.38, -1.98], [-2.26, 0.90, -8.16], [-1.64, 1.04, -6.98], [-1.18, 2.28, -6.60], [-0.54, 2.41, -5.38], [-0.37, 1.31, -4.53], [0.29, 1.56, -3.19], [-0.84, 0.08, -4.95], [-1.48, -0.07, -6.18], [-1.32, 3.13, -7.27], [-0.18, 3.39, -5.07], [-0.39, 2.11, -2.55], [1.19, 2.16, -3.31], [-0.72, -0.79, -4.31], [-1.85, -1.03, -6.51], [0.80, 0.03, -2.34]], "lowdin_charge": [1.20, -0.04, -0.56, -0.04, -0.06, -0.14, -0.06, -0.51, 0.87, -0.30, -0.05, -0.14, 0.06, -0.08, -0.30, -0.30, -0.53, -0.04, -0.04, -0.03, -0.55, -0.06, -0.05, -0.03, -0.35, -0.37, -0.09, 0.05, -0.52, -0.03, -0.05, -0.03, 0.09, 0.08, 0.09, 0.09, 0.09, 0.08, 0.09, 0.09, 0.09, 0.12, 0.11, 0.10, 0.09, 0.09, 0.07, 0.10, 0.08, 0.09, 0.08, 0.10, 0.09, 0.10, 0.08, 0.09, 0.09, 0.09, 0.07, 0.09, 0.09, 0.09, 0.09, 0.09, 0.10, 0.05, 0.09, 0.09, 0.09, 0.07, 0.09, 0.10, -0.15, -0.53, -0.12, 1.48, -0.53, -0.13, -0.15, -0.54, -0.12, -0.12, 0.09, 0.07, 0.00, 0.07, 0.06, 0.09, 0.05, 0.06, 0.07, 0.06, 0.09, 0.07, 0.09, 0.02, 0.02, 0.07, 0.06, 0.09, 0.07, 0.09, 0.07, 0.07, -0.28, 0.01, -0.03, -0.30, -0.46, -0.07, 0.00, 0.13, 0.12, 0.06, 0.08, 0.08, 0.13, 0.61]}

{"formula": "C15H13N3O7P2S3V", "method": "ωB97M-V/def2-TZVPD", "max_force_ev_per_a": 1.370, "homo_lumo_gap_ev": [6.63, 7.43], "relative_energy_kcal_mol": 15.3, "multiplicity": 2, "species": ["V", "S", "C", "C", "C", "C", "C", "N", "H", "H", "H", "H", "S", "C", "C", "C", "C", "N", "C", "C", "C", "S", "C", "N", "H", "H", "C", "C", "O", "P", "O", "O", "O", "P", "O", "O", "O", "H", "H", "H", "H", "H", "H", "H"], "xyz": [[0.29, -0.32, -0.14], [1.95, -2.06, -0.78], [2.75, -0.55, -1.16], [3.96, -0.37, -1.82], [4.41, 0.92, -2.01], [3.67, 2.01, -1.55], [2.47, 1.76, -0.93], [2.04, 0.50, -0.73], [4.51, -1.23, -2.17], [5.36, 1.09, -2.51], [4.01, 3.02, -1.68], [1.82, 2.55, -0.57], [1.52, -0.24, 1.78], [0.52, -0.37, 3.18], [1.04, -0.53, 4.46], [0.19, -0.63, 5.54], [0.74, -0.79, 6.87], [1.20, -0.92, 7.91], [-1.20, -0.57, 5.34], [-1.71, -0.40, 4.07], [-0.85, -0.31, 2.98], [-1.43, -0.09, 1.37], [-2.11, -0.68, 6.46], [-2.85, -0.77, 7.34], [2.11, -0.58, 4.61], [-2.79, -0.35, 3.93], [-1.68, 0.51, -4.46], [-2.07, 0.10, -3.04], [-3.43, -0.34, -3.00], [-1.15, -1.37, -2.51], [0.24, -1.31, -3.22], [-1.88, -2.60, -3.17], [-1.02, -1.55, -1.00], [-1.73, 1.52, -1.88], [-2.95, 1.24, -0.88], [-1.81, 2.84, -2.50], [-0.38, 1.14, -1.20], [-1.85, -0.32, -5.15], [-0.63, 0.80, -4.51], [-2.29, 1.36, -4.75], [-3.89, 0.17, -2.32], [0.94, -1.79, -2.70], [-2.85, -2.54, -3.09], [-3.20, 2.04, -0.40]], "lowdin_spin": [1.24, -0.04, 0.00, 0.00, 0.00, 0.00, 0.00, -0.01, 0.00, 0.00, 0.00, 0.00, -0.10, -0.01, -0.01, 0.00, 0.00, 0.00, 0.00, -0.01, -0.01, -0.09, 0.00, 0.00, 0.00, 0.00, 0.00, 0.00, 0.00, 0.00, 0.00, 0.00, 0.02, 0.00, 0.00, 0.00, 0.02, 0.00, 0.00, 0.00, 0.00, 0.00, 0.00, 0.00]}

{"formula": "C35H38N8O3", "method": "ωB97M-V/def2-TZVPD", "max_force_ev_per_a": 8.052, "homo_lumo_gap_ev": 9.68, "smiles": "O=NOC[C@@H]1CCNC1=O.c1ccncc1.c1ccncc1.c1ccncc1.c1ccncc1.c1ccncc1.c1ccncc1", "species": ["O", "N", "O", "C", "C", "C", "C", "N", "C", "O", "H", "H", "H", "H", "H", "H", "H", "H", "C", "C", "C", "N", "C", "C", "H", "H", "H", "H", "H", "C", "C", "C", "N", "C", "C", "H", "H", "H", "H", "H", "C", "C", "C", "N", "C", "C", "H", "H", "H", "H", "H", "C", "C", "C", "N", "C", "C", "H", "H", "H", "H", "H", "C", "C", "C", "N", "C", "C", "H", "H", "H", "H", "H", "C", "C", "C", "N", "C", "C", "H", "H", "H", "H", "H"], "xyz": [[3.20, -1.64, 1.54], [3.25, -0.41, 1.65], [2.33, 0.12, 0.78], [1.84, 1.37, 1.41], [0.35, 1.71, 0.78], [-0.88, 1.82, 1.90], [-1.05, 0.19, 2.17], [-1.07, -0.32, 0.74], [-0.29, 0.55, -0.23], [-0.12, 0.36, -1.54], [1.74, 1.22, 2.59], [2.57, 2.27, 1.23], [0.60, 2.70, 0.16], [-0.71, 2.51, 2.84], [-1.78, 2.15, 1.21], [-1.88, -0.17, 2.92], [-0.09, -0.37, 2.60], [-1.95, -0.77, 0.39], [0.64, -3.60, 6.69], [-0.09, -3.65, 5.51], [-0.16, -2.51, 4.73], [0.44, -1.34, 5.06], [1.13, -1.32, 6.22], [1.27, -2.41, 7.06], [0.72, -4.48, 7.32], [-0.58, -4.56, 5.20], [-0.71, -2.50, 3.80], [1.60, -0.37, 6.46], [1.84, -2.34, 7.97], [-4.37, 2.34, -3.61], [-3.32, 1.65, -3.03], [-2.14, 2.33, -2.79], [-1.95, 3.63, -3.09], [-2.99, 4.28, -3.66], [-4.21, 3.69, -3.93], [-5.32, 1.84, -3.81], [-3.41, 0.60, -2.76], [-1.28, 1.83, -2.33], [-2.81, 5.33, -3.90], [-5.01, 4.26, -4.39], [-2.35, -2.74, -3.94], [-2.89, -1.73, -4.74], [-3.78, -2.09, -5.73], [-4.16, -3.36, -5.98], [-3.62, -4.32, -5.19], [-2.72, -4.06, -4.17], [-1.65, -2.49, -3.14], [-2.62, -0.69, -4.58], [-4.22, -1.34, -6.38], [-3.94, -5.33, -5.41], [-2.33, -4.86, -3.56], [-0.45, -9.03, 6.33], [-0.76, -8.51, 7.58], [-1.42, -7.29, 7.64], [-1.78, -6.58, 6.55], [-1.47, -7.11, 5.35], [-0.82, -8.32, 5.19], [0.06, -9.98, 6.24], [-0.49, -9.03, 8.49], [-1.68, -6.84, 8.59], [-1.77, -6.52, 4.49], [-0.59, -8.71, 4.20], [-0.20, 5.50, -5.40], [-0.17, 5.07, -6.72], [0.29, 5.94, -7.69], [0.71, 7.20, -7.43], [0.67, 7.60, -6.14], [0.23, 6.79, -5.10], [-0.56, 4.85, -4.61], [-0.50, 4.07, -6.99], [0.34, 5.65, -8.74], [1.01, 8.61, -5.96], [0.21, 7.17, -4.08], [7.29, 3.70, -0.21], [6.40, 3.74, -1.28], [5.12, 3.27, -1.07], [4.67, 2.79, 0.11], [5.56, 2.77, 1.13], [6.87, 3.21, 1.02], [8.31, 4.06, -0.33], [6.71, 4.12, -2.25], [4.38, 3.28, -1.87], [5.18, 2.37, 2.07], [7.54, 3.17, 1.87]], "lowdin_charge": [0.01, -0.03, -0.13, -0.14, -0.16, -0.10, -0.18, 0.00, -0.24, -0.07, 0.14, 0.10, 0.16, 0.12, 0.12, 0.13, 0.10, 0.13, -0.07, -0.06, -0.15, 0.05, -0.15, -0.08, 0.10, 0.07, 0.09, 0.10, 0.10, -0.08, -0.08, -0.13, 0.05, -0.16, -0.07, 0.11, 0.09, 0.07, 0.10, 0.10, -0.07, -0.08, -0.15, 0.05, -0.16, -0.08, 0.11, 0.09, 0.10, 0.10, 0.10, -0.08, -0.08, -0.15, 0.05, -0.16, -0.07, 0.11, 0.10, 0.10, 0.10, 0.10, -0.08, -0.07, -0.16, 0.05, -0.16, -0.08, 0.07, 0.10, 0.10, 0.10, 0.10, -0.08, -0.07, -0.14, 0.05, -0.15, -0.08, 0.11, 0.10, 0.11, 0.10, 0.10]}

{"formula": "C6H10O2", "method": "ωB97M-V/def2-TZVPD", "max_force_ev_per_a": 5.721, "homo_lumo_gap_ev": 10.38, "relative_energy_kcal_mol": 104.0, "smiles": "CC(=O)O[C@H]1C[C@@H]1C", "species": ["C", "C", "O", "O", "C", "C", "C", "C", "H", "H", "H", "H", "H", "H", "H", "H", "H", "H"], "xyz": [[3.18, -0.59, -0.01], [1.80, 0.04, -0.07], [1.64, 0.98, -0.87], [0.87, -0.10, 0.84], [-0.50, 0.05, 0.99], [-0.98, 1.31, 0.41], [-1.34, -0.02, -0.34], [-2.73, -0.70, -0.46], [3.15, -1.65, 0.21], [3.93, 0.05, 0.86], [3.63, -0.49, -1.13], [-0.94, -0.30, 1.84], [-1.90, 1.78, 0.81], [-0.39, 2.17, -0.23], [-0.39, 0.07, -1.12], [-2.63, -1.57, -1.38], [-3.37, -0.05, -0.89], [-3.05, -0.97, 0.53]], "lowdin_charge": [-0.01, -0.54, 0.02, 0.04, -0.25, -0.10, -0.22, -0.06, 0.05, 0.18, 0.13, 0.12, 0.10, 0.16, 0.17, 0.15, 0.01, 0.06]}

{"formula": "CH14NO5", "method": "ωB97M-V/def2-TZVPD", "max_force_ev_per_a": 2.809, "homo_lumo_gap_ev": [10.01, 6.01], "relative_energy_kcal_mol": 9.3, "multiplicity": 2, "species": ["C", "N", "H", "H", "H", "H", "H", "H", "O", "H", "H", "O", "H", "H", "O", "H", "H", "O", "H", "H", "O"], "xyz": [[-0.05, 1.28, -2.02], [0.79, 0.52, -1.19], [-1.07, 1.46, -1.67], [-0.17, 0.67, -2.94], [1.35, 1.11, -0.54], [0.42, 2.18, -2.39], [-1.06, 1.82, 1.42], [-1.33, 0.81, 0.29], [-0.68, 1.46, 0.62], [1.23, 0.62, 1.49], [2.58, 0.57, 2.09], [2.08, 1.07, 1.43], [-2.94, -1.05, -0.42], [-0.22, -2.95, -0.23], [-2.04, -0.73, -0.38], [-1.10, -1.46, -0.46], [0.36, -0.30, -0.72], [-0.04, -2.01, -0.29], [0.52, -1.73, 1.16], [0.52, -1.96, 2.74], [0.84, -1.37, 2.05]], "lowdin_spin": [0.11, 0.74, 0.04, 0.03, 0.02, 0.00, 0.00, 0.00, 0.05, 0.00, 0.00, 0.00, 0.00, 0.00, 0.00, 0.00, 0.01, 0.00, 0.00, 0.00, 0.00]}